Computed, not measured: a cluster of 2 separate species, C3H4F3NO in total, with the ωB97M-V functional and the def2-TZVPD basis.

Atoms and positions in Å:
C 0.542701 1.417016 0.804273
C -0.598488 -0.594964 0.123192
C -0.456468 2.391965 1.367811
N 1.662875 1.821678 0.079240
O 1.755040 1.190840 1.378674
F 0.038361 3.187131 2.318827
F -0.944786 3.179489 0.399448
F -1.506287 1.752143 1.903296
H -0.177282 -1.236700 0.868093
H -0.216559 -0.660969 -0.876695
H -1.605408 -0.258460 0.257150
H 1.955315 1.157867 -0.639403

Atoms 1-6, force components in eV/Å:
-1.409 -3.643 -1.279
1.763 3.397 1.024
-0.556 0.515 0.154
0.259 1.433 -1.001
0.016 -0.492 1.011
0.300 -0.085 -0.016

Values from the calculation:
- Max |F|: 0.0799 Eh/bohr
- E_HOMO: -9.57 eV
- Energy relative to the best compared isomer or geometry (same formula, charge and spin): 466.5 kJ/mol
- Kohn-Sham gap: 9.36 eV
- Total energy: -14860.64889 eV